Formula: C11H24N4O3S4Ti
Source: OMol25
Level of theory: ωB97M-V/def2-TZVPD

Calculated values
HOMO, eV: -7.5805
Orbital gap, eV: 7.68
Total charge: 0
ΔE to the lowest compared entry with this formula, charge and spin, eV: 0.399

```
47
Properties=species:S:1:pos:R:3:forces:R:3:mulliken_charge:R:1
Ti 0.046253 0.977800 0.059728 1.2 0.1 -3.9 0.43
C -0.234747 -2.587500 0.216228 0.4 0.0 -0.1 -0.90
C 1.247753 -2.169300 0.224628 -0.3 -0.2 0.1 -0.71
N 1.482753 -1.039600 -0.671372 0.6 0.4 0.2 0.04
C 1.858353 -1.391500 -2.037872 0.0 0.0 -0.2 -0.93
C 0.700353 -1.864600 -2.906972 -0.2 0.4 0.1 -0.68
S -0.744947 -0.746800 -2.856972 -0.1 -0.4 -0.1 -0.17
C -2.041747 -1.833100 -2.157472 0.3 0.4 -0.1 -0.86
C -2.299847 -1.592200 -0.669972 -0.2 0.0 -0.1 -0.70
N -1.074347 -1.402600 0.091228 -0.2 0.3 0.7 0.29
H -0.425447 -3.252200 -0.627672 -0.1 0.0 0.1 0.31
H -0.448547 -3.155200 1.133328 0.0 0.0 -0.2 0.38
H 1.506553 -1.852200 1.237028 0.1 0.0 -0.1 0.08
H 1.880253 -3.030500 -0.038672 -0.1 0.1 0.1 0.54
H 2.251153 -0.485500 -0.290972 -0.1 -0.2 -0.1 0.36
H 2.294453 -0.502000 -2.502772 0.0 -0.1 0.1 0.34
H 2.617353 -2.192400 -2.042672 0.0 0.2 0.0 0.38
H 1.025253 -1.894600 -3.946572 0.1 -0.2 0.1 0.57
H 0.362553 -2.855600 -2.618172 0.0 -0.1 -0.1 0.32
H -2.946047 -1.612700 -2.724172 0.0 -0.1 0.1 0.54
H -1.749747 -2.859800 -2.373072 -0.1 0.0 0.0 0.41
H -2.896147 -0.682800 -0.561372 0.0 -0.1 0.1 0.23
H -2.896047 -2.438600 -0.291172 0.0 0.2 0.0 0.39
H -1.312147 -1.050400 1.018128 -0.1 -0.2 -0.2 0.23
N -1.115047 2.192300 -1.706872 -0.3 0.4 -0.2 -0.39
N -2.411147 2.373200 -1.167472 0.1 0.0 -0.2 -0.23
C -2.632647 1.917000 0.134128 -1.3 1.0 -0.9 0.51
O -3.666447 2.172500 0.703228 0.2 -0.1 0.2 -0.66
O -1.684947 1.149400 0.569328 -0.9 -0.4 1.1 -0.43
H -0.619547 3.089700 -1.791172 -0.2 -0.4 0.2 0.37
H -1.183147 1.780200 -2.644372 0.0 0.1 0.5 0.30
H -2.950647 3.184200 -1.448372 0.1 -0.2 0.1 0.25
S 2.356753 4.789700 -1.074772 0.0 -0.1 0.1 -0.26
C 1.604753 3.420500 -0.590172 0.1 0.4 0.0 0.22
S 1.859753 1.861400 -1.323672 0.0 0.0 0.0 -0.47
S 0.419153 3.331800 0.679528 0.0 -0.1 -0.2 -0.28
C -0.106847 1.367800 3.484428 0.2 -0.3 -0.3 -1.34
C 0.938253 0.448900 2.836828 0.3 0.1 1.8 0.72
C 2.362953 0.868400 3.220928 -0.4 -0.1 -0.3 -1.41
O 0.814753 0.454700 1.455828 0.8 -1.0 1.9 -0.23
H -0.076947 1.263200 4.567428 0.0 0.0 0.0 0.47
H -1.105147 1.122200 3.115928 0.0 0.0 0.1 0.29
H 0.109553 2.402900 3.219228 0.0 0.0 0.1 0.26
H 0.766653 -0.592400 3.190028 0.0 0.4 -0.2 0.32
H 2.537153 1.883900 2.864128 0.0 0.0 0.0 0.29
H 3.080953 0.202700 2.743228 0.1 0.0 0.0 0.34
H 2.498553 0.829700 4.300328 0.0 0.0 0.0 0.45
```
Positions in Å, forces in eV/Å.

Formula: C11H24N5O3
Source: OMol25
Level of theory: ωB97M-V/def2-TZVPD

Calculated values
HOMO, eV: -10.7932
Orbital gap, eV: 6.49
Total charge: +1
ΔE to the lowest compared entry with this formula, charge and spin, eV: 1.994

```
43
Properties=species:S:1:pos:R:3:forces:R:3:mulliken_charge:R:1
C -0.127125 0.333231 0.650605 1.0 -0.2 0.4 -0.45
C 1.262011 0.939032 -0.056324 1.3 -2.6 -4.8 0.59
O 1.657395 0.462006 -1.247899 -2.4 3.6 7.7 -0.52
O 2.012665 1.948691 0.705787 -2.6 -0.9 -2.7 -0.35
C 2.121152 3.228570 -0.056739 1.7 0.8 -0.5 -0.30
C 2.125314 4.439185 1.049217 -0.2 -0.3 0.9 -0.61
C 0.937715 5.554447 0.865044 0.2 -0.6 -0.2 -0.58
C -0.478939 4.751118 0.677747 -2.5 0.3 -2.4 0.26
N -1.174463 5.057463 -0.633460 -1.9 -5.5 7.4 -0.39
C -2.382859 4.120847 -0.471692 3.7 2.0 1.1 0.31
N -3.242812 4.126542 -1.541875 -0.5 -1.5 0.8 -0.37
N -2.374213 3.360171 0.835653 0.3 2.3 -3.7 -0.13
N -1.204544 3.736545 1.534244 1.9 3.2 -3.4 0.01
H -1.031879 1.074038 0.448981 2.1 -1.6 0.4 0.01
H 0.084734 0.192607 1.816950 -0.6 0.6 -2.6 0.27
H -0.366163 -0.753714 0.227690 0.7 2.6 0.7 0.19
H 1.327911 3.334837 -0.910597 1.2 -0.3 1.8 0.32
H 3.185705 3.245012 -0.589517 -2.4 -0.2 1.1 0.29
H 1.964455 3.948479 2.123513 0.6 0.9 -2.3 0.27
H 3.176841 4.956300 1.029898 -2.2 -0.9 0.1 0.37
H 1.148117 6.166959 -0.137234 -1.0 -1.5 2.2 0.28
H 0.900552 6.340319 1.754200 0.0 -1.9 -1.8 0.35
H -3.610899 5.035405 -1.936135 1.0 -1.7 0.6 0.28
H -3.459910 3.199533 -2.003584 -0.1 1.9 0.9 0.28
H -3.096294 2.647243 1.134275 1.5 1.2 -0.2 0.29
H -0.869190 3.384600 2.467695 -0.8 0.2 -1.6 0.30
C 0.039508 -6.304294 -1.418995 -0.1 -0.2 -0.2 -1.36
C -0.481581 -5.882152 -0.046616 0.4 0.2 -0.1 0.32
C -0.828753 -4.378544 0.050926 0.0 -0.1 0.3 -0.70
O 0.307460 -3.515084 0.151221 -0.6 0.0 -0.2 -0.38
C 0.954227 -3.252416 -1.084545 0.4 0.2 0.2 -0.63
N 0.496039 -6.277340 0.977305 -0.2 0.4 0.2 -0.74
H 1.083703 -6.022914 -1.580113 -0.1 0.0 0.1 0.28
H -0.012144 -7.394364 -1.525563 0.0 0.2 0.1 0.34
H -0.561173 -5.863595 -2.221661 0.1 0.0 0.1 0.34
H -1.408162 -6.442086 0.130677 0.1 0.2 0.1 0.41
H -1.397292 -4.224176 0.975788 0.2 0.0 0.0 0.34
H -1.483409 -4.061167 -0.769603 0.1 0.0 -0.2 0.42
H 0.247863 -3.193555 -1.917741 0.0 -0.1 0.0 0.31
H 1.713191 -4.012444 -1.275620 -0.1 0.0 -0.3 0.27
H 1.469916 -2.290457 -0.998445 -0.1 -0.1 0.0 0.18
H 0.096101 -6.092852 1.898369 0.1 -0.2 -0.1 0.27
H 1.279223 -5.622027 0.918173 -0.1 -0.3 0.0 0.33
```
Positions in Å, forces in eV/Å.

Formula: C11H24O11Sr2V
Source: OMol25
Level of theory: ωB97M-V/def2-TZVPD

Calculated values
HOMO, eV: -10.7765
Orbital gap, eV: 4.63
Total charge: +1

```
49
Properties=species:S:1:pos:R:3:forces:R:3:mulliken_charge:R:1
O -24.899837 -10.920749 -17.003075 2.1 0.5 1.7 -0.56
V -23.704962 -10.584163 -15.994624 -1.4 2.1 -2.8 1.48
O -22.378725 -10.567752 -16.859952 -1.2 -0.5 1.2 -0.46
Sr -21.696540 -9.167027 -12.944945 0.1 0.7 1.8 1.54
Sr -25.696921 -9.849228 -11.988939 1.3 0.6 0.4 1.78
C -24.320324 -8.452311 -14.368513 1.9 -4.2 2.5 1.21
O -23.311160 -8.583760 -15.191801 -0.3 -0.5 -1.3 -0.76
O -24.077026 -8.103164 -13.174086 -0.9 1.8 -0.5 -0.84
O -25.267892 -9.335771 -14.544277 -0.5 -0.2 -0.4 -0.95
C -22.727484 -10.747396 -10.558185 1.7 -2.2 -1.7 0.71
O -23.530992 -9.780364 -11.016424 -1.3 0.7 -1.0 -0.83
O -23.124367 -11.719193 -9.936374 -1.1 0.4 0.8 -0.66
O -21.513664 -10.733226 -11.076470 -0.4 1.3 -0.4 -0.91
C -19.008328 -6.590886 -15.974837 0.0 0.5 0.1 -1.35
C -19.977012 -6.249182 -14.852999 -0.3 -0.4 -0.3 0.79
C -20.830787 -5.041540 -15.173581 -0.4 0.1 -0.3 -1.41
O -20.857871 -7.398122 -14.647400 0.1 -0.2 0.4 -0.13
H -19.566132 -6.786960 -16.891306 0.0 -0.2 0.0 0.32
H -18.368782 -7.432844 -15.720209 -0.1 -0.1 0.0 0.34
H -18.357754 -5.736560 -16.176364 0.0 0.0 0.1 0.40
H -19.457653 -6.130572 -13.902122 0.0 0.1 0.0 -0.06
H -21.451754 -5.246407 -16.056553 0.2 -0.1 0.0 0.39
H -20.239004 -4.164423 -15.430520 0.1 0.0 0.2 0.42
H -21.529979 -4.784074 -14.376043 0.2 0.0 0.2 0.30
H -21.698989 -7.285243 -15.109199 0.1 0.1 -0.3 0.10
C -21.638384 -6.916637 -9.147323 0.6 -0.1 -0.2 -1.01
C -21.148292 -6.225499 -10.438389 -0.6 -0.2 0.4 0.50
C -19.660440 -6.325547 -10.599499 0.7 0.1 0.3 -1.46
O -21.747195 -6.870855 -11.587998 0.1 -0.5 -0.7 -0.11
H -22.167217 -6.216838 -8.506846 -0.2 -0.1 0.1 0.30
H -20.787057 -7.322828 -8.597141 0.0 0.2 0.1 0.35
H -22.244545 -7.789713 -9.386948 -0.3 0.2 -0.1 0.10
H -21.470866 -5.183383 -10.419348 0.1 0.0 -0.2 0.31
H -19.357502 -7.375224 -10.667526 0.0 0.0 0.0 0.34
H -19.171816 -5.918976 -9.710425 -0.1 -0.1 0.0 0.43
H -19.238177 -5.772374 -11.439446 -0.3 0.0 -0.2 0.27
H -22.521226 -6.418843 -11.935272 -0.1 0.2 0.3 0.07
C -29.790354 -8.650143 -16.577921 -0.1 1.0 0.3 -1.49
C -28.306037 -8.511163 -16.289177 -0.4 -0.2 -0.7 0.78
C -27.841560 -7.059603 -16.278773 0.4 -0.5 -0.1 -1.18
O -28.032048 -9.181506 -15.059523 0.1 0.0 0.4 -0.54
H -30.093556 -9.676393 -16.753295 0.0 -0.1 0.1 0.35
H -30.043405 -8.027925 -17.438916 0.1 -0.3 -0.2 0.39
H -30.360465 -8.201950 -15.756986 0.0 -0.3 0.1 0.37
H -27.799413 -9.027542 -17.119767 0.2 0.0 0.3 0.11
H -26.746941 -7.028729 -16.219140 -0.1 0.1 0.2 0.24
H -28.272275 -6.511957 -15.441885 -0.1 0.1 -0.1 0.31
H -28.079943 -6.596958 -17.235986 -0.2 0.2 0.1 0.40
H -27.081547 -9.131816 -14.903320 0.0 0.0 -0.3 0.33
```
Positions in Å, forces in eV/Å.

Formula: C11H24O3
Source: OMol25
Level of theory: ωB97M-V/def2-TZVPD

Calculated values
HOMO, eV: -7.5023
Orbital gap, eV: 8.15
Total charge: 0
ΔE to the lowest compared entry with this formula, charge and spin, eV: 0.151

```
38
Properties=species:S:1:pos:R:3:forces:R:3:mulliken_charge:R:1
C -0.039787 2.443744 -0.815230 1.9 0.9 -1.7 -1.93
C 1.760789 2.008619 0.825489 0.0 -2.2 1.3 -1.29
C -0.321819 -0.521560 2.662730 0.1 1.5 -0.1 -1.35
C 0.500787 -2.292056 0.987251 2.1 1.0 2.4 -1.77
C -0.292556 -1.641193 -1.918964 0.8 -0.9 3.4 -1.85
C 1.936604 -0.439443 -1.551975 -0.7 -1.6 -1.5 -1.85
C 0.337217 1.606289 0.365761 -1.0 -0.6 1.0 0.07
C 0.566279 -0.783560 1.316587 -1.0 1.1 1.0 0.42
C 0.379637 -0.338315 -1.320054 1.9 0.2 -1.1 0.35
C 0.107803 0.067237 0.099859 -3.4 1.0 0.6 2.01
C -2.150641 0.061394 -0.094270 2.5 -0.6 1.3 -0.17
O -2.364672 0.505680 -1.342941 -0.5 0.9 -1.5 -0.50
O -2.696391 -1.232078 0.119745 -0.5 1.0 1.8 -0.53
O -2.658865 1.036693 0.759864 0.5 1.1 -0.9 -0.55
H 0.010082 3.527085 -0.537257 -0.2 -0.8 -0.5 0.35
H 0.776487 2.229779 -1.589876 -0.7 0.9 0.9 0.32
H -0.903960 2.170152 -1.409326 -0.6 0.2 0.6 0.47
H 2.424159 1.500717 0.119160 0.4 0.0 0.4 0.27
H 1.903530 1.562060 1.909052 0.2 1.2 -2.1 0.22
H 2.032879 3.059409 0.752540 -0.5 0.1 0.3 0.44
H 0.026360 0.270096 3.487348 -0.6 -1.2 -2.3 0.21
H -1.435255 -0.413716 2.469327 1.5 0.3 0.1 0.11
H -0.232825 -1.432592 3.185616 0.1 -1.2 0.8 0.57
H -0.492593 -2.370576 0.768862 -2.6 -1.0 -1.1 0.54
H 1.153749 -2.458351 0.173679 0.4 -0.6 -0.9 0.24
H 0.725558 -3.031921 1.808982 0.0 1.1 -0.6 0.38
H -0.501132 -1.558118 -2.932352 0.0 0.2 -2.0 0.50
H 0.275469 -2.607327 -1.691643 -0.2 1.5 -0.7 0.30
H -1.224657 -1.881438 -1.406693 -0.1 0.3 -0.1 0.45
H 2.522826 0.416651 -1.809587 -0.1 1.2 0.6 0.43
H 1.937059 -0.926308 -2.531666 0.5 -0.5 0.0 0.54
H 2.506194 -1.073039 -0.876375 -0.1 0.0 0.2 0.23
H -0.355733 1.837185 1.200779 0.3 -0.1 -0.2 0.44
H 1.550256 -0.356564 1.553652 0.1 -0.8 0.0 0.46
H 0.198840 0.529993 -2.027153 -0.7 -1.3 1.0 0.21
H -2.526190 -0.056469 -2.107436 0.2 -0.7 0.7 0.40
H -2.995608 -1.349962 1.083034 0.8 0.6 -2.0 0.43
H -2.439872 1.931788 0.313468 -0.5 -2.2 1.1 0.42
```
Positions in Å, forces in eV/Å.

- What is the formula in the fourth record?
  C11H24O3

- What is the formula in the first record?
  C11H24N4O3S4Ti